{"formula": "C6H11N2OS", "method": "wB97M-V/def2-TZVPD", "symbols": ["C", "C", "C", "N", "O", "C", "N", "C", "C", "S", "H", "H", "H", "H", "H", "H", "H", "H", "H", "H", "H"], "xyz": [[-1.34935, 1.56324, 1.18198], [-1.42846, 0.85401, -0.14368], [-0.80613, -0.46939, -0.17070], [-0.90981, -1.05458, -1.77025], [-1.31557, -1.36322, 0.78089], [0.65122, -0.24289, -0.00732], [1.31473, -1.06974, 0.77328], [2.63567, -0.78887, 0.80227], [3.03530, 0.23758, 0.01417], [1.67659, 1.02896, -0.71925], [-1.74712, 0.92741, 1.94432], [-0.37296, 1.54894, 1.51122], [-1.79336, 2.63612, 1.18010], [-0.94229, 1.57472, -0.90616], [-2.55586, 0.72493, -0.44532], [-0.35290, -0.38885, -2.25984], [-1.88003, -0.83391, -1.98551], [-0.41671, -1.91240, -1.81504], [-0.94264, -2.23929, 0.89284], [3.42649, -1.30552, 1.35278], [4.07318, 0.57274, -0.21077]], "lowdin_charge": [-0.065, -0.232, -0.457, 0.292, 0.084, -0.540, 0.078, -0.219, -0.357, 1.071, 0.082, 0.043, 0.142, 0.134, 0.168, 0.114, 0.160, 0.148, 0.126, 0.127, 0.100], "homo_lumo_gap_ev": 9.743, "energy_ha": -817.8703, "largest_force_ev_per_a": 4.7, "total_charge": 1, "de_lowest_kcal_mol": 27.9, "multiplicity": 1, "smiles": "CC[C@]([NH3+])(O)c1nccs1"}